12
Properties=species:S:1:pos:R:3:nbo_charge:R:1 method="wB97M-V/def2-TZVPD" gap_ha=0.309 multiplicity=1
N -1.27966 -0.88049 1.35985 -0.805
C -0.42127 -0.37146 0.38357 0.295
C -0.11908 -0.78065 -0.86426 -0.195
N 0.81210 0.14364 -1.38870 -0.599
C 1.12879 1.09900 -0.44443 0.750
O 1.91642 2.02427 -0.52668 -0.645
N 0.32669 0.77145 0.64494 -0.614
H -1.70929 -0.14805 1.91228 0.374
H -2.00565 -1.46102 0.95891 0.384
H -0.57500 -1.54260 -1.47597 0.218
H 1.49309 -0.08289 -2.09455 0.416
H 0.43285 1.22880 1.53505 0.420

13
Properties=species:S:1:pos:R:3:nbo_charge:R:1 method="wB97M-V/def2-TZVPD" gap_ha=0.370 multiplicity=1
C 0.42404 -1.49830 1.74452 -0.377
C 0.65557 -1.01693 0.55871 -0.190
C -0.43660 -0.39395 -0.15354 -0.500
Cl -0.67346 -1.16329 -1.82421 -0.098
B -0.29047 1.13445 -0.68755 1.118
O 0.99434 1.55857 -1.08088 -0.915
O -1.34277 1.94580 -0.55766 -0.873
H 1.16101 -2.11791 2.22655 0.201
H -0.55949 -1.61848 2.04176 0.185
H 1.67367 -1.15798 0.06761 0.224
H -1.40680 -0.59944 0.44817 0.237
H 1.13817 2.18661 -1.76831 0.497
H -1.33721 2.74085 -1.01517 0.491

16
Properties=species:S:1:pos:R:3:nbo_charge:R:1 method="wB97M-V/def2-TZVPD" gap_ha=0.348 multiplicity=1
C -0.89003 -1.53265 0.81915 -0.438
N -0.34983 -0.20653 1.22466 -0.162
N 1.19850 -0.11096 0.79861 -0.511
C 1.14585 0.62389 -0.37069 -0.102
C 0.28681 0.07943 -1.57391 -0.465
C -0.26282 1.17310 -0.60664 -0.100
N -0.96394 0.85499 0.57242 -0.443
H -0.13791 -2.08003 0.17331 0.197
H -1.05874 -2.09794 1.72070 0.202
H -1.80155 -1.47249 0.21911 0.209
H 1.71249 0.31124 1.60028 0.373
H 2.06296 1.14243 -0.58828 0.216
H 0.01634 -0.96537 -1.60354 0.221
H 0.51273 0.46928 -2.61417 0.226
H -0.58992 2.12380 -1.04620 0.223
H -0.88094 1.68780 1.27518 0.354

What did we get for HOMO? Answer: -0.281 -0.358 -0.310 Eh, in the order shown.